No. 1
59
Properties=species:S:1:pos:R:3:forces:R:3:lowdin_charge:R:1 method="wB97M-V/def2-TZVPD" e_tot_ha=-3785.1413 charge=0 homo_energy_ev="-8.280 / -8.329" orbital_gap_ev="6.192 / 6.323"
Os -0.526400 -1.256384 -0.980483 1.943 0.465 0.782 1.75
Cl 0.712069 -6.200394 3.527046 -0.011 0.027 -0.017 0.68
C 0.902634 -5.054138 2.258220 0.237 0.017 -0.078 -0.70
C 2.096221 -5.001465 1.524064 -0.188 -0.028 0.175 -0.70
Cl 3.385734 -6.070567 1.908399 0.020 -0.006 -0.031 0.69
C 2.244650 -4.082079 0.489787 0.147 0.125 -0.136 -0.61
Cl 3.695952 -3.972899 -0.437960 -0.028 -0.019 -0.008 0.72
C 1.202025 -3.216203 0.175703 0.306 -0.345 -0.061 -0.38
O 1.224035 -2.358319 -0.837210 -0.323 0.426 -0.130 -0.26
C 0.050304 -3.245527 0.938531 -0.222 -0.187 -0.286 -0.35
O -0.846143 -2.321354 0.577046 -1.330 0.260 0.627 -0.23
C -0.123334 -4.161309 1.964846 -0.122 0.095 0.076 -0.61
Cl -1.604105 -4.148430 2.838188 0.013 -0.016 -0.020 0.73
N -0.813753 -2.828461 -2.395402 0.028 0.210 0.117 -0.05
N -1.052498 -2.269484 -3.665260 -0.237 -0.214 -0.176 0.03
C -0.713726 -0.930538 -3.866942 0.208 0.056 0.160 -0.68
O -0.640461 -0.478216 -4.981051 -0.032 0.045 -0.012 0.09
O -0.508012 -0.289597 -2.745579 -0.868 0.060 -0.328 -0.21
H 0.017167 -3.421675 -2.380787 0.048 0.031 0.016 0.13
H -1.633472 -3.364556 -2.119276 0.051 -0.086 0.087 0.14
H -1.013295 -2.878559 -4.466456 0.093 -0.058 0.031 0.15
C 2.445233 -0.205831 -2.075588 0.284 0.262 -0.104 -0.12
C 3.722763 0.688926 -2.027548 -0.304 -0.016 0.085 -0.13
N 3.485876 1.831904 -1.158753 0.483 0.369 0.045 -0.17
C 3.276070 1.378691 0.208794 -0.223 -0.212 -0.229 -0.13
C 2.093856 0.355110 0.247787 0.293 0.114 0.020 -0.12
N 1.479457 0.317855 -1.089747 -1.020 -0.883 -0.354 -0.19
C 1.049214 1.667774 -1.496319 0.247 0.272 -0.007 -0.13
C 2.318467 2.567646 -1.620222 -0.099 -0.286 0.089 -0.13
H 2.675694 -1.235063 -1.826274 0.000 0.020 -0.001 0.09
H 1.975751 -0.172532 -3.058660 -0.066 0.041 0.040 0.12
H 3.977899 1.049135 -3.024336 0.037 -0.017 0.002 0.12
H 4.569838 0.126651 -1.633327 0.021 0.006 -0.033 0.12
H 3.054997 2.245344 0.832177 0.031 0.000 0.014 0.12
H 4.192850 0.913464 0.571205 0.002 0.030 0.036 0.12
H 1.341625 0.651576 0.970763 0.001 -0.032 -0.008 0.10
H 2.444287 -0.647927 0.488944 -0.027 -0.009 -0.046 0.12
H 0.367092 2.048769 -0.740687 0.021 -0.027 0.024 0.11
H 0.519973 1.591353 -2.441633 0.003 -0.038 0.031 0.11
H 2.208028 3.468278 -1.015579 0.003 0.022 -0.032 0.12
H 2.484090 2.865433 -2.655872 -0.003 0.021 0.007 0.12
O -2.669994 -0.339243 -0.287110 0.483 -0.279 -1.019 0.02
C -1.981516 0.430146 0.402722 -0.055 -0.022 0.190 -0.57
O -0.712982 0.350420 0.366987 0.142 -0.209 0.493 -0.15
C -2.590372 1.488470 1.254241 -0.014 0.050 0.057 -0.08
C -3.856708 1.969433 0.952496 -0.060 -0.080 -0.080 0.09
C -4.357891 3.022896 1.691087 0.050 0.018 -0.046 -0.10
C -3.658868 3.599583 2.732017 -0.088 0.067 0.129 0.10
C -2.412191 3.081675 3.017721 0.025 -0.021 -0.087 -0.10
C -1.858696 2.043931 2.295086 0.095 0.005 -0.016 0.09
N -1.619829 3.693193 4.104699 -0.040 0.003 0.013 -0.35
O -2.208759 4.406187 4.887312 0.007 0.011 -0.034 0.10
O -0.433142 3.443454 4.131888 -0.018 -0.041 0.023 0.09
N -5.673287 3.593701 1.323960 -0.006 -0.019 0.026 -0.35
O -6.115374 4.469960 2.035145 0.012 -0.014 -0.005 0.10
O -6.211711 3.151444 0.332768 0.000 -0.022 0.032 0.10
H -4.433504 1.538491 0.146552 0.022 0.029 -0.024 0.14
H -4.070048 4.425428 3.292400 0.003 -0.007 0.013 0.14
H -0.873781 1.674428 2.539481 0.023 0.036 -0.033 0.14

***

No. 2
92
Properties=species:S:1:pos:R:3:forces:R:3:lowdin_charge:R:1 method="wB97M-V/def2-TZVPD" relative_energy_ev=2.492 e_tot_ha=-7493.1156 charge=-1 homo_energy_ev="-5.184 / -5.724" orbital_gap_ev="4.833 / 5.650"
Ba -1.407512 -0.705072 0.389620 -1.012 -0.446 0.974 1.87
O 2.395362 -2.192225 0.956060 0.087 -0.029 -0.025 0.03
C 3.296907 -1.610710 0.121521 -0.162 -0.196 0.206 -0.27
C 4.483337 -2.304837 -0.099275 0.117 0.008 -0.120 -0.03
C 5.437359 -1.783068 -0.953903 0.010 0.013 -0.041 -0.09
C 5.216319 -0.567459 -1.600048 -0.074 -0.048 0.000 -0.09
C 4.037112 0.119814 -1.365966 0.051 0.059 -0.029 -0.03
C 3.063768 -0.375268 -0.499086 -0.308 0.066 0.197 -0.08
C 1.777628 0.372281 -0.263601 -0.171 -0.521 0.379 -0.42
O 0.798414 -0.268733 0.359869 3.006 0.892 -0.402 -0.49
N 1.714155 1.585850 -0.688005 -0.773 0.537 -0.647 0.08
N 0.488810 2.265181 -0.611747 0.221 -0.322 0.378 -0.03
C -0.539391 1.822891 -1.224929 0.141 0.112 -0.176 -0.17
C -1.852424 2.522113 -1.356076 0.524 -0.219 0.067 -0.16
C -1.945221 3.869162 -1.695143 0.109 0.014 -0.026 -0.07
C -3.170287 4.460433 -1.960694 -0.099 -0.171 0.050 -0.11
C -4.316998 3.662954 -1.926718 0.107 -0.015 0.014 -0.10
C -4.245722 2.320844 -1.591978 0.007 0.041 0.028 -0.02
C -3.017883 1.721752 -1.244274 -0.087 -0.288 0.239 -0.40
O -2.932315 0.485287 -0.788642 -1.442 1.736 -1.625 -0.53
H 1.606762 -1.603915 0.930750 -0.004 0.103 -0.048 0.04
H 4.626290 -3.256763 0.401411 -0.020 0.077 -0.024 0.12
H 6.357298 -2.331276 -1.127513 -0.043 0.021 -0.008 0.10
H 5.948650 -0.176608 -2.295777 -0.037 -0.006 0.046 0.10
H 3.837703 1.064572 -1.855442 0.017 -0.022 0.009 0.11
H -0.459157 0.871492 -1.770589 -0.011 0.074 -0.061 0.12
H -1.029270 4.443445 -1.782450 -0.004 -0.013 0.036 0.09
H -3.230468 5.510275 -2.215668 -0.008 -0.016 -0.019 0.09
H -5.280887 4.098615 -2.169609 0.025 -0.016 0.003 0.10
H -5.133926 1.698058 -1.586050 0.035 0.047 0.050 0.09
N -1.644556 1.351592 2.142562 -0.289 0.792 0.654 -0.11
C -1.949941 1.393534 3.586347 0.172 -0.138 -0.217 -0.27
C -0.747565 0.932274 4.404706 0.050 -0.092 0.012 -0.19
C -0.128331 -0.406266 3.973737 -0.194 0.087 -0.072 -0.19
C -1.085704 -1.610166 4.061293 0.104 0.004 -0.316 -0.25
N -1.173451 -2.322010 2.760083 -0.027 0.003 0.593 -0.10
H -0.849676 1.967075 1.961778 0.000 -0.040 -0.044 0.02
H -2.414583 1.781608 1.625220 0.055 -0.056 0.069 0.06
H -2.810139 0.745347 3.769525 -0.022 -0.024 -0.038 0.07
H -2.239578 2.394338 3.920724 0.007 0.051 0.023 0.11
H -1.052605 0.877706 5.454352 0.027 0.021 0.017 0.12
H 0.029713 1.700520 4.345891 -0.014 -0.032 0.027 0.08
H 0.750370 -0.591144 4.593443 0.025 0.006 -0.034 0.11
H 0.238544 -0.305325 2.945763 -0.007 -0.059 0.100 0.08
H -2.091985 -1.272849 4.317179 -0.045 0.011 -0.033 0.09
H -0.768046 -2.278517 4.863879 0.001 -0.048 0.069 0.11
H -1.846641 -3.079363 2.820124 0.036 -0.054 0.026 0.07
H -0.281699 -2.769173 2.560097 0.006 0.011 -0.021 0.07
C 1.739871 6.815557 -0.561355 -0.070 0.021 -0.056 -0.40
S 3.193144 5.995256 0.122033 -0.029 -0.056 0.048 0.85
C 2.670862 5.427720 1.687736 0.214 0.139 -0.132 -0.98
C 1.517105 4.783281 2.063596 -0.501 -0.230 -0.236 -1.09
S 0.167579 4.375045 1.119854 0.310 0.214 0.200 0.78
S 1.517699 4.260094 3.740050 -0.228 -0.160 0.200 0.89
C 3.072096 4.813276 4.212169 0.015 -0.044 0.228 -1.52
S 3.713119 4.649930 5.712633 -0.029 0.001 -0.123 0.54
S 3.877928 5.625635 2.919737 0.221 0.132 -0.165 0.91
H 2.092418 7.263942 -1.490341 -0.012 0.007 0.032 0.03
H 1.385666 7.596777 0.108344 0.017 -0.022 0.004 0.05
H 0.946517 6.104043 -0.767944 0.045 0.023 -0.015 -0.02
F 1.084529 -2.664323 -2.497247 -0.102 0.022 0.032 0.11
C 2.018955 -3.622981 -2.445785 -0.153 -0.084 0.190 -0.15
C 3.117644 -3.458343 -3.222918 0.246 -0.036 -0.050 -0.16
F 3.180063 -2.366293 -3.981721 0.049 0.056 -0.043 0.12
C 4.181561 -4.399193 -3.268192 -0.014 0.004 0.015 -0.06
C 3.965754 -5.533622 -2.439374 0.160 0.087 -0.157 -0.15
C 2.856564 -5.698762 -1.673384 -0.186 0.022 0.116 -0.15
F 2.775696 -6.801462 -0.920514 -0.006 -0.038 0.028 0.11
C 1.804564 -4.753265 -1.615116 0.078 0.059 -0.086 -0.05
C 0.652253 -4.919613 -0.814236 -0.587 0.148 0.307 -0.16
C -0.287316 -3.863323 -0.635516 0.672 -0.655 0.016 -0.17
N -1.042079 -3.016373 -0.415706 0.020 -1.909 -0.630 -0.06
C 0.333094 -6.103246 -0.065662 0.093 0.389 -0.275 -0.22
N -0.000111 -7.023216 0.546192 0.032 0.109 -0.038 0.14
F 4.901001 -6.484718 -2.384907 0.051 -0.028 -0.008 0.11
C 5.335239 -4.218869 -4.051633 0.570 0.096 -0.348 -0.14
C 6.373505 -5.211452 -4.176675 -0.517 0.429 0.016 -0.20
N 7.219481 -5.976793 -4.340388 0.014 0.049 0.021 0.15
C 5.604972 -3.020890 -4.807197 -0.093 -0.529 0.335 -0.21
N 5.897500 -2.093920 -5.426823 -0.014 -0.051 0.029 0.16
Br -6.253221 1.986780 1.948717 0.046 -0.060 0.031 0.73
C -6.641259 0.755009 0.570847 -0.018 -0.044 -0.113 -0.75
C -7.611648 1.121453 -0.352697 -0.038 -0.051 -0.073 -0.15
C -7.902447 0.287221 -1.421303 0.000 0.027 0.011 -0.08
C -7.220482 -0.912360 -1.574659 0.028 -0.010 0.019 -0.08
C -6.259600 -1.285877 -0.647787 -0.040 0.079 -0.037 -0.14
C -5.972782 -0.456576 0.430961 -0.096 0.161 -0.076 -0.73
I -4.540042 -1.081713 1.783416 -0.276 -0.223 0.444 1.02
H -8.122871 2.068118 -0.234161 0.025 -0.043 -0.015 0.10
H -8.656043 0.584228 -2.141185 0.047 -0.013 0.040 0.11
H -7.427872 -1.559087 -2.419048 0.004 0.043 0.057 0.11
H -5.717161 -2.215391 -0.765566 -0.032 0.050 0.015 0.10

***

No. 3
47
Properties=species:S:1:pos:R:3:forces:R:3:lowdin_charge:R:1 method="wB97M-V/def2-TZVPD" relative_energy_ev=0.675 e_tot_ha=-1354.6532 charge=0 homo_energy_ev=-7.774 orbital_gap_ev=8.532
C 6.593034 -0.855585 2.243912 -0.038 -0.115 0.114 -0.07
N 5.350292 -0.224513 1.872225 0.282 0.155 -0.056 -0.20
C 5.393378 0.879039 0.944426 -0.135 0.038 -0.053 -0.07
C 4.160523 -0.854973 2.130612 -0.234 -0.069 0.122 -0.22
C 4.095692 -1.989089 2.955317 0.101 -0.028 0.011 -0.02
C 2.888085 -2.595497 3.240996 -0.014 -0.049 -0.037 -0.08
C 1.701618 -2.122053 2.712237 -0.093 0.138 -0.118 -0.05
C 1.745183 -1.004358 1.882553 0.515 -0.190 0.248 -0.14
C 0.534960 -0.425963 1.263515 -0.698 0.055 -0.182 -0.42
O 0.436928 0.731198 0.877864 0.146 0.114 -0.047 0.06
N -0.537185 -1.264091 1.176285 -0.140 -0.231 0.011 0.05
N -1.656990 -0.783295 0.499451 0.153 0.673 -0.147 0.03
C -2.287955 -1.595800 -0.385225 -0.060 -0.275 0.128 -0.85
S -1.950657 -3.222263 -0.442810 0.130 -0.626 -0.110 0.62
N -3.261839 -1.068262 -1.147082 -0.035 0.120 -0.010 0.03
C -3.643535 0.325293 -1.194718 0.315 0.207 0.134 -0.27
C -4.988977 0.511858 -1.924105 -0.111 0.068 -0.045 -0.08
C -4.640994 1.462737 -3.075005 -0.232 0.045 -0.128 -0.30
C -4.356050 2.848652 -2.484181 -0.173 0.078 -0.091 -0.14
C -3.001371 2.653818 -1.772767 0.155 0.002 0.076 -0.13
C -2.676135 1.181578 -2.044248 0.179 0.036 0.150 -0.26
C -3.238166 0.989235 -3.451679 -0.020 -0.043 0.007 -0.10
C 2.953154 -0.379904 1.604384 -0.136 0.051 -0.106 0.04
H 7.425645 -0.251488 1.891829 -0.037 -0.004 0.016 0.08
H 6.674172 -0.938358 3.331128 0.080 -0.068 -0.010 0.09
H 6.688104 -1.857068 1.808997 0.047 -0.024 0.035 0.09
H 5.115996 0.575226 -0.072066 -0.020 0.064 -0.030 0.10
H 4.716849 1.672554 1.267616 0.009 0.047 -0.084 0.09
H 6.400491 1.288906 0.917904 -0.035 -0.015 0.016 0.08
H 4.991612 -2.401504 3.388769 0.112 -0.018 0.032 0.09
H 2.875899 -3.459360 3.889658 0.007 -0.054 0.053 0.11
H 0.766190 -2.596064 2.962359 -0.103 -0.045 0.041 0.11
H -0.466874 -2.278957 1.122941 0.023 0.155 -0.039 0.05
H -1.531748 0.211939 0.314843 -0.072 -0.207 0.017 0.13
H -3.702611 -1.714567 -1.783689 0.102 -0.038 0.163 0.12
H -3.693223 0.690548 -0.163259 0.002 0.036 -0.058 0.15
H -5.756091 0.921659 -1.269494 -0.060 -0.045 0.023 0.12
H -5.352019 -0.442217 -2.309014 -0.025 -0.059 0.017 0.12
H -5.382080 1.468306 -3.871998 -0.015 -0.018 -0.016 0.14
H -5.142172 3.164346 -1.799722 -0.070 0.054 -0.009 0.11
H -4.281268 3.594149 -3.275572 -0.026 0.037 0.000 0.11
H -3.056541 2.867496 -0.705889 0.054 0.038 0.063 0.11
H -2.233190 3.296169 -2.201742 0.023 0.021 0.038 0.11
H -1.626959 0.925867 -1.906087 0.040 -0.043 0.050 0.14
H -2.755925 1.626795 -4.189495 0.064 0.032 -0.078 0.12
H -3.205439 -0.044735 -3.790227 0.015 -0.096 -0.060 0.12
H 2.918191 0.482598 0.960250 0.029 0.095 -0.051 0.10